# 1
Below is a molecular structure, C47H51BCsGeN6S5Sb2Se, with properties calculated with wB97M-V/def2-TZVPD.

```
115
Properties=species:S:1:pos:R:3
Cs 1.235 0.306 -0.627
C 1.523 -1.572 4.376
Sb 1.525 -0.030 2.876
C 2.863 1.244 3.996
C -0.401 0.827 3.655
C -0.210 1.889 4.684
C -0.039 1.533 6.027
C 0.287 2.465 7.002
C 0.451 3.797 6.643
C 0.251 4.170 5.320
C -0.098 3.247 4.331
C -0.347 3.729 2.926
Sb 1.208 3.351 1.422
C 2.708 4.517 2.445
C 0.483 5.048 0.312
H 1.645 -1.113 5.360
H 2.359 -2.246 4.172
H 0.589 -2.140 4.345
H 2.317 2.006 4.558
H 3.558 1.713 3.296
H 3.425 0.613 4.687
H -0.919 -0.038 4.072
H -0.951 1.166 2.777
H -0.146 0.487 6.298
H 0.418 2.151 8.031
H 0.720 4.541 7.384
H 0.361 5.213 5.036
H -0.484 4.811 2.923
H -1.239 3.270 2.494
H 2.443 5.576 2.408
H 3.679 4.356 1.969
H 2.773 4.188 3.487
H 0.531 5.933 0.951
H -0.552 4.861 0.016
H 1.076 5.205 -0.591
S -4.291 5.647 -3.709
C -3.146 4.688 -3.004
S -1.497 4.663 -3.497
C -0.881 3.425 -2.418
C -1.849 2.937 -1.490
S -1.580 1.867 -0.243
S -3.459 3.600 -1.715
S 0.719 2.970 -2.532
B 5.298 -0.512 1.607
N 5.131 0.731 0.648
C 5.962 1.022 -0.373
C 5.421 2.062 -1.100
C 4.225 2.355 -0.421
N 4.054 1.555 0.634
N 4.690 -1.779 0.915
C 5.304 -2.599 0.034
C 4.380 -3.514 -0.430
C 3.198 -3.173 0.255
N 3.390 -2.132 1.062
H 6.499 -0.696 1.741
H 4.725 -0.318 2.658
H 6.875 0.461 -0.515
H 5.825 2.537 -1.981
H 3.507 3.137 -0.645
H 6.345 -2.457 -0.216
H 4.536 -4.314 -1.135
H 2.225 -3.648 0.212
C -0.101 2.339 -5.937
N -0.895 1.282 -5.343
C -0.411 0.049 -5.001
Se 1.256 -0.642 -5.355
N -1.439 -0.584 -4.390
C -2.576 0.214 -4.346
C -3.853 -0.011 -3.860
C -4.775 1.018 -4.011
C -4.430 2.219 -4.639
C -3.147 2.431 -5.130
C -2.230 1.408 -4.959
H 0.940 2.159 -5.694
H -0.415 3.293 -5.514
H -0.219 2.355 -7.022
H -1.333 -1.498 -3.967
H -4.108 -0.945 -3.376
H -5.779 0.889 -3.625
H -5.166 3.008 -4.730
H -2.877 3.365 -5.609
C -1.957 -4.751 -4.769
C -0.661 -4.385 -4.431
C -0.418 -3.704 -3.239
C -1.448 -3.369 -2.345
C -2.746 -3.764 -2.708
C -3.001 -4.440 -3.901
Ge -0.962 -2.316 -0.677
C -2.858 -2.155 0.026
C -3.467 -3.026 0.942
C -4.796 -2.866 1.336
C -5.563 -1.829 0.816
C -4.984 -0.947 -0.092
C -3.651 -1.110 -0.467
C -0.384 -3.898 0.439
C -0.099 -3.667 1.794
C 0.360 -4.675 2.638
C 0.562 -5.959 2.139
C 0.293 -6.216 0.799
C -0.177 -5.200 -0.034
H -2.155 -5.267 -5.701
H 0.162 -4.602 -5.103
H 0.600 -3.400 -3.011
H -3.577 -3.534 -2.046
H -4.019 -4.724 -4.155
H -2.895 -3.853 1.354
H -5.236 -3.558 2.049
H -6.597 -1.703 1.120
H -5.563 -0.123 -0.498
H -3.211 -0.391 -1.153
H -0.226 -2.663 2.196
H 0.576 -4.457 3.679
H 0.936 -6.745 2.785
H 0.454 -7.213 0.398
H -0.381 -5.429 -1.077
```

Its net charge is -2. The value obtained for the energy above the lowest of the compared OMol25 structures with the same formula, charge and spin is 4.3 kcal/mol. Its spin multiplicity is 2. The LUMO energy (alpha / beta) is 3.483 / 2.412 eV. Its orbital gap (alpha / beta) is 5.748 / 4.684 eV.

Löwdin atomic charge list, values in e, 6 entries: Cs 0.353; C -0.340; Sb 1.239; C -0.320; C -0.304; C -0.302


# 2
Below is 2 unconnected molecules or ions with the total composition H2N2O4S, with properties calculated with wB97M-V/def2-TZVPD.

```
9
Properties=species:S:1:pos:R:3
N 2.777 -1.469 1.428
N 2.598 -0.866 0.521
O -0.131 1.018 0.416
O 2.601 -0.274 -0.461
O -0.386 -1.453 -0.195
O -2.354 0.028 0.158
S -0.839 -0.158 -0.558
H -0.716 1.711 0.440
H -2.803 -0.902 0.377
```

Its net charge is 0. The value obtained for the energy above the lowest of the compared OMol25 structures with the same formula, charge and spin is 6.4 kcal/mol. The LUMO energy is 0.486 eV. Its orbital gap is 11.177 eV.

Löwdin atomic charge list, values in e, 6 entries: N 0.238; N -0.333; O -0.253; O 0.094; O -0.415; O -0.346


# 3
Below is a single C8H14S molecule, with properties calculated with wB97M-V/def2-TZVPD.

```
23
Properties=species:S:1:pos:R:3
C 1.439 0.282 0.962
C 1.005 1.511 0.259
C -0.390 -0.664 -1.001
C 0.295 0.269 -0.037
C -1.165 0.020 0.127
C 1.885 2.058 -0.825
C -0.234 -2.169 -0.731
C -1.383 -0.650 1.466
S -2.502 1.138 -0.400
H 2.269 -0.252 0.570
H 1.029 0.109 1.917
H 0.360 2.115 0.870
H -0.647 -0.403 -1.987
H 1.321 2.444 -1.574
H 2.269 1.200 -1.354
H 2.604 2.842 -0.509
H 0.204 -2.684 -1.504
H -1.272 -2.675 -0.562
H 0.351 -2.381 0.161
H -0.794 -1.574 1.550
H -2.444 -0.883 1.527
H -1.132 0.149 2.187
H -3.066 0.197 -1.110
```

Its net charge is 0. The value obtained for the energy above the lowest of the compared OMol25 structures with the same formula, charge and spin is 49.6 kcal/mol. The LUMO energy is 0.850 eV. Its SMILES is C[C@@H]1C[C@]12[C@@H](C)[C@]2(C)S. Its orbital gap is 9.842 eV.

Löwdin atomic charge list, values in e, 6 entries: C -0.013; C -0.272; C -0.194; C -0.355; C -0.736; C -0.039


# 4
Below is a molecular structure, C18H23AsF6MoNO3S, with properties calculated with wB97M-V/def2-TZVPD.

```
54
Properties=species:S:1:pos:R:3
Mo 0.058 -0.040 -0.426
C -4.112 -5.770 2.636
O -3.518 -4.980 1.584
C -2.793 -3.928 1.887
C -2.501 -3.505 3.199
C -1.730 -2.391 3.388
C -1.217 -1.631 2.310
C -0.496 -0.434 2.518
C -0.005 0.088 3.817
O -0.221 0.300 1.503
C -1.520 -2.103 1.002
O -1.028 -1.476 -0.109
C -2.284 -3.214 0.780
H -4.691 -6.529 2.123
H -4.768 -5.146 3.241
H -3.330 -6.232 3.236
H -2.877 -4.046 4.053
H -1.521 -2.075 4.400
H -0.344 -0.470 4.681
H -0.289 1.136 3.910
H 1.087 0.053 3.772
H -2.505 -3.558 -0.219
C 0.741 2.578 -0.928
C -0.691 2.475 -1.514
C -1.395 3.818 -1.362
C -1.419 1.326 -0.823
H 1.533 2.549 -1.673
H 1.022 1.802 -0.161
H 0.876 3.456 -0.295
H -0.612 2.237 -2.577
H -1.523 4.066 -0.307
H -2.377 3.813 -1.834
H -0.800 4.602 -1.828
H -2.195 0.867 -1.433
H -1.810 1.631 0.151
F 1.654 -1.816 0.648
As 3.189 -0.919 0.510
F 2.091 0.021 -0.793
F 2.514 0.214 1.626
F 4.455 0.126 0.125
F 3.969 -1.848 1.677
F 3.584 -1.947 -0.818
S -0.062 -0.402 -2.720
C 0.464 -2.079 -2.882
N 1.785 -2.355 -2.815
C 2.298 -3.585 -2.970
C 1.456 -4.643 -3.232
C 0.091 -4.400 -3.316
C -0.411 -3.117 -3.136
H 2.427 -1.601 -2.586
H 3.371 -3.665 -2.873
H 1.868 -5.631 -3.369
H -0.588 -5.213 -3.532
H -1.468 -2.910 -3.221
```

Its net charge is +2. The value obtained for the energy above the lowest of the compared OMol25 structures with the same formula, charge and spin is 10.2 kcal/mol. Its spin multiplicity is 2. The LUMO energy (alpha / beta) is -8.847 / -8.338 eV. Its orbital gap (alpha / beta) is 6.229 / 6.779 eV.

Löwdin atomic charge list, values in e, 6 entries: Mo 1.662; C -0.002; O -0.017; C -0.236; C 0.038; C 0.046


# 5
Below is a gas-phase ion, C7H19N3 (charge +2), with properties calculated with wB97M-V/def2-TZVPD.

```
29
Properties=species:S:1:pos:R:3
C 1.006 -0.834 -0.934
C -0.580 2.044 1.402
C -0.808 1.272 -1.947
C 0.570 -1.895 1.522
C 0.370 1.180 0.640
C -1.283 0.275 -0.866
C -0.544 -1.091 1.001
N 2.188 -0.292 -0.687
N 0.779 -1.885 -1.629
N -0.157 -0.114 -0.030
H -1.683 1.794 1.290
H -0.414 2.038 2.470
H -0.289 3.023 1.037
H -0.899 2.380 -1.697
H 0.172 1.163 -2.385
H -1.465 1.054 -2.778
H 1.059 -2.583 0.799
H 1.335 -1.384 2.066
H 0.286 -2.669 2.159
H 1.256 0.740 1.314
H 0.757 1.686 -0.298
H -1.778 -0.530 -1.324
H -2.084 0.534 -0.142
H -1.033 -0.634 1.886
H -1.288 -1.777 0.519
H 3.065 -0.669 -0.896
H 2.303 0.585 -0.064
H 1.383 -2.178 -2.393
H -0.140 -2.284 -1.788
```

Its net charge is +2. The value obtained for the energy above the lowest of the compared OMol25 structures with the same formula, charge and spin is 41.4 kcal/mol. The LUMO energy is -8.030 eV. Its SMILES is CC[N+](CC)(CC)C(N)=[NH2+]. Its orbital gap is 11.875 eV.

Löwdin atomic charge list, values in e, 6 entries: C -0.256; C -0.027; C -0.024; C -0.065; C -0.170; C -0.171


# 6
Below is 2 unconnected molecules or ions with the total composition ClH2O3PS, with properties calculated with wB97M-V/def2-TZVPD.

```
8
Properties=species:S:1:pos:R:3
O 1.747 0.718 -2.868
O 0.223 -0.020 0.424
O 2.608 0.900 -4.044
P 2.839 -0.410 -3.160
S 2.227 -2.129 -3.788
Cl 4.403 -0.037 -2.086
H 0.376 -0.676 -0.271
H -0.167 -0.501 1.145
```

Its net charge is 0. The value obtained for the energy above the lowest of the compared OMol25 structures with the same formula, charge and spin is 56.9 kcal/mol. The LUMO energy is -0.122 eV. Its SMILES is S=P1(Cl)OO1.O. Its orbital gap is 10.234 eV.

Löwdin atomic charge list, values in e, 6 entries: O -0.253; O -0.055; O -0.252; P -0.237; S 0.285; Cl 0.459


In order of appearance, largest force on an atom = 1.36; 4.69; 3.42; 0.93; 4.56; 2.82 eV/Å.